170
Properties=species:S:1:pos:R:3:forces:R:3 method="wB97M-V/def2-TZVPD" e_tot_ha=-3364.918924 gap_ev=8.86 smiles=COCCNCCOC.COCCNCCOC.COCCNCCOC.COCCNCCOC.COCCNCCOC.OCCO.OCCO.OCCO.OCCO.OCCO homo_energy_ev=-8.5 relative_energy_kcal_mol=196.5 charge=0
C 5.726 1.055 -3.400 -0.735 0.056 0.871
C 6.890 1.595 -4.206 -0.392 -2.219 0.337
O 6.443 2.461 -5.179 0.004 1.818 -0.381
O 6.128 0.121 -2.412 0.276 0.001 0.200
H 4.914 0.623 -3.984 0.218 -0.108 -0.621
H 5.238 1.854 -2.842 0.150 0.276 -0.026
H 7.375 0.726 -4.651 0.243 -0.248 -0.248
H 7.620 1.953 -3.481 0.027 0.951 -0.344
H 6.316 2.082 -6.052 0.192 -0.390 0.316
H 6.858 -0.406 -2.747 0.015 -0.138 -0.103
C -0.411 10.242 3.209 0.819 -0.936 0.322
C 0.910 10.647 2.565 -1.142 0.039 -1.483
O 1.277 9.621 1.614 0.032 -0.211 0.582
O -0.126 9.151 4.107 -0.771 0.742 0.051
H -1.154 9.945 2.468 0.314 -0.330 -0.526
H -0.951 11.060 3.687 0.644 0.019 0.731
H 1.740 10.799 3.255 -0.398 0.263 0.242
H 0.668 11.504 1.937 0.444 0.654 0.315
H 2.237 9.603 1.581 0.002 -0.115 -0.123
H 0.233 8.453 3.553 0.054 -0.127 -0.112
C 0.062 4.632 -14.002 -0.992 -0.307 1.742
C 1.061 4.480 -12.816 0.408 1.398 -2.162
O 0.619 4.041 -11.581 -0.381 -1.223 0.317
O -0.966 5.621 -13.783 0.712 -0.091 -0.162
H -0.473 3.686 -14.092 0.251 -0.347 -0.321
H 0.603 4.834 -14.927 -0.021 0.235 0.135
H 1.631 5.407 -12.762 -0.115 0.388 0.329
H 1.788 3.804 -13.266 0.115 -0.671 0.664
H 0.209 4.682 -10.995 0.124 0.473 -0.570
H -1.654 5.169 -13.289 -0.108 0.148 0.029
C -5.404 10.537 -9.893 -0.372 1.537 -0.132
C -4.643 11.339 -8.817 -1.620 -0.735 -0.384
O -5.138 10.917 -7.527 1.060 0.035 -0.711
O -6.823 10.768 -9.803 0.123 -0.278 0.650
H -5.153 9.486 -9.752 -0.048 -0.100 -0.305
H -5.199 10.955 -10.879 1.060 -0.499 -0.103
H -4.817 12.413 -8.894 0.094 0.061 -0.314
H -3.603 11.104 -9.046 0.226 0.020 0.897
H -6.062 10.725 -7.705 -0.309 -0.010 0.251
H -7.173 10.598 -10.681 -0.214 -0.036 0.147
C -7.956 4.048 -15.173 2.288 -1.587 2.001
C -7.868 3.888 -13.598 -1.288 1.218 0.440
O -6.643 3.599 -12.864 -0.820 0.214 -1.503
O -6.974 4.973 -15.557 -0.004 0.788 -0.668
H -8.945 4.289 -15.564 0.027 0.214 0.433
H -7.641 3.075 -15.548 -0.448 -0.302 -0.462
H -8.710 3.287 -13.253 0.175 -0.762 -0.048
H -8.155 4.856 -13.187 0.268 0.274 -0.102
H -6.318 2.716 -13.054 -0.163 -0.197 -0.149
H -6.181 4.492 -15.805 -0.026 0.141 0.060
C -4.899 -3.013 -5.107 0.476 -0.531 0.323
O -6.181 -2.597 -4.827 -1.743 1.035 1.975
C -6.459 -2.084 -3.443 -2.310 -0.077 -1.912
C -6.719 -3.148 -2.401 2.154 -1.015 1.316
N -6.841 -2.773 -0.957 1.993 -0.701 -2.947
C -7.997 -2.079 -0.624 0.447 0.775 1.127
C -7.723 -1.756 0.858 -1.980 1.326 1.148
O -6.484 -1.075 1.270 -0.272 -1.402 -0.338
C -6.246 -1.034 2.704 -0.654 -0.106 -0.579
H -4.846 -3.333 -6.148 -0.097 0.324 -0.109
H -4.690 -3.916 -4.532 0.658 0.004 0.269
H -4.209 -2.192 -4.915 0.519 -0.209 -0.004
H -7.449 -1.661 -3.613 0.231 0.807 -0.204
H -5.779 -1.309 -3.090 0.370 -0.142 -0.232
H -5.771 -3.682 -2.465 -0.117 -0.926 0.341
H -7.536 -3.851 -2.561 -0.019 0.258 -0.678
H -6.079 -2.171 -0.679 0.580 -0.214 -0.084
H -8.854 -2.719 -0.832 -0.365 -0.068 0.846
H -8.219 -1.160 -1.168 0.274 0.445 -0.261
H -7.901 -2.653 1.452 0.305 0.001 0.104
H -8.530 -1.042 1.017 -0.231 0.111 1.021
H -5.182 -0.913 2.911 -0.058 0.624 -0.483
H -6.474 -1.917 3.301 -0.449 -0.671 -0.664
H -6.877 -0.259 3.140 0.321 0.374 0.035
C -1.671 -0.125 2.003 1.284 0.693 -0.720
O -1.552 1.328 1.817 -0.965 -0.447 -0.315
C -1.684 1.718 0.411 0.213 0.038 -0.416
C -1.759 3.243 0.271 -1.962 0.459 2.829
N -3.100 3.726 0.802 2.082 -0.506 0.594
C -4.222 3.613 -0.049 -0.106 1.323 -1.199
C -3.947 4.326 -1.380 -1.381 -0.318 -2.406
O -3.873 3.417 -2.554 -0.988 -0.073 1.323
C -3.613 4.113 -3.733 1.747 0.494 -0.798
H -1.482 -0.524 2.999 0.395 1.181 0.458
H -0.835 -0.461 1.389 -0.361 -0.939 -0.199
H -2.616 -0.628 1.797 -0.316 0.647 -0.920
H -2.583 1.267 -0.010 -0.183 -0.091 0.015
H -0.859 1.396 -0.223 0.429 -0.579 0.355
H -1.566 3.806 -0.642 0.138 -0.981 -0.327
H -1.106 3.664 1.036 0.548 -0.108 -0.207
H -3.350 3.109 1.561 0.597 0.168 0.720
H -4.955 4.224 0.478 -0.605 -0.216 -0.285
H -4.607 2.595 -0.121 -0.146 -0.117 -0.744
H -3.133 5.047 -1.463 0.756 -0.489 0.755
H -4.763 5.003 -1.633 -0.598 -0.116 0.208
H -2.528 4.217 -3.749 0.345 0.914 -0.102
H -4.102 5.069 -3.920 -0.178 0.333 0.867
H -3.749 3.651 -4.710 -0.769 -1.299 0.508
C 10.710 -7.712 8.200 -1.401 1.343 -0.633
O 9.425 -7.167 7.616 1.696 -1.464 2.885
C 9.351 -6.932 6.273 0.795 0.907 -1.071
C 9.248 -8.178 5.418 -0.763 1.017 -2.465
N 8.970 -7.832 3.931 3.003 -0.946 3.280
C 7.712 -7.373 3.581 -1.790 1.558 -0.782
C 7.365 -5.822 3.799 -0.394 -1.773 0.943
O 6.645 -5.620 5.036 -0.300 -0.597 -0.818
C 6.511 -4.255 5.298 0.202 0.860 -0.541
H 11.409 -6.888 8.340 -0.034 0.244 -0.171
H 11.233 -8.464 7.609 -0.514 -0.178 -0.182
H 10.467 -8.071 9.200 -0.208 -0.196 -0.306
H 10.221 -6.377 5.922 0.825 -0.015 -0.117
H 8.609 -6.148 6.126 -0.798 -0.713 -0.003
H 8.438 -8.840 5.723 0.244 -0.117 0.207
H 10.228 -8.652 5.373 -0.254 -0.433 0.341
H 9.648 -7.121 3.699 0.376 -0.055 -0.295
H 6.964 -8.026 4.029 -0.315 0.277 0.018
H 7.743 -7.592 2.513 -0.975 0.514 -0.391
H 6.757 -5.472 2.964 -0.015 0.178 -0.075
H 8.289 -5.249 3.881 0.287 0.095 -0.340
H 7.512 -3.849 5.442 0.085 0.357 0.712
H 5.788 -4.007 6.075 0.448 -0.600 0.474
H 6.136 -3.665 4.462 -0.201 -0.262 -0.669
C 2.914 2.624 9.371 -0.038 -1.274 0.179
O 3.635 3.169 10.426 0.397 1.278 2.518
C 3.825 2.271 11.577 1.821 0.468 -0.051
C 4.915 2.970 12.562 -1.349 0.279 -0.048
N 5.320 2.272 13.845 0.227 -0.160 -2.937
C 6.325 1.291 13.429 0.467 -2.071 2.543
C 7.818 1.699 13.080 -3.428 -1.217 -2.431
O 8.075 0.915 11.854 0.948 0.592 1.048
C 8.257 -0.498 12.003 -0.143 0.657 -0.209
H 2.698 3.225 8.488 0.683 0.908 0.443
H 1.922 2.350 9.731 -0.069 -0.774 -0.119
H 3.580 1.824 9.050 -0.831 -0.853 -0.567
H 4.165 1.326 11.154 0.410 -0.183 0.080
H 2.971 1.998 12.196 -0.642 0.614 -0.330
H 4.395 3.880 12.863 0.187 0.240 -0.119
H 5.796 3.237 11.979 -0.102 0.041 -0.258
H 5.888 2.898 14.398 -0.540 0.780 0.195
H 5.914 0.530 12.766 0.035 0.742 -0.886
H 6.367 0.639 14.301 0.455 -0.141 0.528
H 8.477 1.578 13.941 0.333 -0.067 -0.420
H 7.682 2.709 12.692 0.964 0.199 0.265
H 8.101 -0.804 13.038 0.348 -0.194 -0.008
H 9.227 -0.762 11.583 0.282 -0.046 0.535
H 7.554 -1.046 11.375 -0.415 0.178 0.046
C -0.519 -5.533 -1.263 -0.975 -0.681 0.214
O -0.396 -6.597 -2.215 0.435 0.711 0.599
C -0.110 -7.936 -1.784 -1.855 0.441 0.585
C -1.460 -8.697 -1.376 -0.127 1.247 -0.821
N -2.097 -8.488 -0.026 1.439 -2.232 -0.117
C -2.940 -9.689 0.242 -1.472 0.820 -0.574
C -3.181 -9.996 1.690 -0.410 -0.303 1.179
O -4.513 -10.552 1.968 1.717 -0.165 -0.463
C -5.412 -9.625 2.492 -0.448 0.417 0.117
H 0.383 -5.182 -0.763 0.486 -0.192 -0.484
H -1.192 -5.792 -0.446 -0.145 -0.377 0.164
H -1.034 -4.711 -1.760 0.397 0.028 -0.265
H 0.612 -8.007 -0.971 0.049 0.279 0.183
H 0.361 -8.314 -2.692 -0.325 -0.742 0.189
H -1.365 -9.752 -1.637 0.471 -0.183 0.829
H -2.234 -8.435 -2.098 0.172 0.536 -0.555
H -2.772 -7.739 0.027 0.496 0.437 -0.624
H -2.689 -10.585 -0.326 0.555 0.193 0.110
H -3.930 -9.424 -0.127 -0.434 -0.262 -0.267
H -3.040 -9.090 2.280 -0.130 0.196 0.013
H -2.427 -10.689 2.063 -0.220 -0.302 0.084
H -5.924 -9.055 1.717 0.152 0.340 -0.258
H -4.909 -8.950 3.183 -0.065 0.198 0.087
H -6.221 -10.117 3.032 0.226 -0.396 0.072